[1]
{"formula": "C17H19NO3", "method": "ωB97M-V/def2-TZVPD", "de_lowest_kj_mol": 1631.5, "e_homo_ev": -8.1, "charge": 0, "total_energy_ha": -939.0925, "mol_weight_g_mol": 285.34, "gap_ha": 0.30342, "species": ["C", "N", "C", "H", "C", "H", "H", "O", "C", "O", "C", "C", "C", "C", "C", "C", "O", "H", "H", "H", "H", "H", "H", "C", "C", "C", "C", "C", "C", "C", "H", "H", "H", "H", "H", "H", "H", "H", "H", "H"], "positions_angstrom": [[-2.7428, -2.2282, 0.6124], [-1.9470, -1.0046, 0.2105], [-0.5410, -1.1384, -0.1084], [-0.4890, -1.6789, -1.1182], [0.1506, -0.1315, -0.0720], [-0.0543, 0.6541, -0.7044], [-0.2586, 0.4321, 1.1692], [1.4758, -0.3031, 0.0421], [2.3447, 0.6717, -0.1642], [2.1359, 1.7395, -0.3493], [3.7059, 0.3288, 0.0626], [4.7167, 1.0344, -0.2339], [6.2109, 0.3504, -0.1552], [7.3645, 1.3583, -0.1559], [8.4048, 0.3609, -0.1308], [7.7747, -0.8697, 0.3749], [6.5475, -0.9184, 0.2807], [8.2391, -1.8525, 0.5320], [9.5655, 0.7076, -0.1103], [7.3737, 2.3641, -0.2935], [4.6020, 1.9769, -0.4494], [3.7527, -0.8229, 0.4311], [-0.3226, -1.8385, 0.6979], [-2.8470, -0.2254, -0.6790], [-4.1283, 0.3943, -0.6328], [-5.1938, 0.0167, -1.1399], [-6.4905, 0.2872, -0.6940], [-6.5484, 1.3414, 0.4620], [-5.5200, 1.3733, 1.3513], [-4.1846, 0.8980, 0.8699], [-3.3108, 1.2166, 1.3243], [-5.5337, 1.9360, 2.0402], [-7.5092, 1.5905, 0.8574], [-7.4124, 0.1602, -1.2993], [-5.2510, -0.6279, -2.0519], [-2.8630, -0.7033, -1.7151], [-2.1432, 0.5934, -1.2978], [-2.3316, -2.6700, 1.6643], [-3.8482, -1.9530, 0.7832], [-2.8938, -2.8200, -0.2106]]}



[2]
{"formula": "C17H20AgN9O3", "method": "ωB97M-V/def2-TZVPD", "de_lowest_kj_mol": 0.0, "e_homo_ev": -6.4, "charge": 0, "total_energy_ha": -1525.1490, "mol_weight_g_mol": 506.27, "gap_ha": 0.22949, "species": ["Ag", "N", "N", "C", "N", "N", "N", "O", "O", "H", "H", "H", "H", "H", "C", "C", "C", "C", "N", "C", "C", "C", "C", "C", "C", "C", "H", "H", "H", "H", "H", "H", "H", "H", "C", "N", "C", "C", "C", "N", "C", "O", "N", "H", "H", "H", "H", "H", "H", "H"], "positions_angstrom": [[0.1415, 0.6905, 1.2529], [-0.9368, -0.0919, -2.6537], [-0.8821, -0.5281, -3.9573], [-0.4640, -1.7980, -4.2212], [-0.1154, -2.0635, -5.5519], [-0.3422, -2.5591, -3.1777], [0.0624, -3.9032, -3.4501], [1.0029, -4.1444, -4.2163], [-0.3819, -4.7280, -2.6157], [-1.6681, -0.6991, -2.2346], [-0.0647, -0.3674, -2.1489], [-0.5328, 0.2073, -4.5889], [-0.6416, -1.5879, -6.2612], [0.1339, -3.0151, -5.7388], [-2.2982, 3.5827, -1.1213], [-2.4888, 4.6032, -0.2191], [-2.0322, 4.4833, 1.0788], [-1.4650, 3.2567, 1.4531], [-1.2533, 2.2877, 0.5832], [-1.6415, 2.4605, -0.7006], [-0.9356, 3.0358, 2.7436], [-1.2714, 3.9402, 3.7960], [-0.5668, 3.9151, 4.9817], [0.2981, 2.8554, 5.2425], [0.5006, 1.8788, 4.2776], [-0.1219, 1.9433, 3.0244], [-2.6129, 3.6499, -2.1311], [-3.1874, 5.4382, -0.4568], [-1.9741, 5.3203, 1.7121], [-1.3317, 1.7008, -1.3797], [-2.0531, 4.6867, 3.5336], [-0.7733, 4.6787, 5.6988], [0.8721, 2.8062, 6.1432], [1.1879, 1.0592, 4.4555], [2.6972, -3.0327, -1.8763], [1.9752, -2.8085, -0.6027], [1.9707, -3.8417, 0.3300], [1.6640, -3.5915, 1.6396], [1.0792, -2.2872, 1.8778], [0.9923, -1.3499, 0.9369], [1.4775, -1.5387, -0.3051], [1.4310, -0.6936, -1.2202], [0.7426, -1.9303, 3.1066], [3.7830, -2.8105, -1.7273], [2.3007, -2.3506, -2.6405], [2.5586, -4.0836, -2.1764], [2.1901, -4.8098, -0.1668], [1.8388, -4.3301, 2.4287], [0.6805, -2.5942, 3.8993], [0.4559, -0.9423, 3.3444]]}



[3]
{"formula": "C17H20BBeClN6", "method": "ωB97M-V/def2-TZVPD", "de_lowest_kj_mol": 610.3, "e_homo_ev": [-7.3, -6.7], "charge": 0, "total_energy_ha": -1488.0161, "mol_weight_g_mol": 363.67, "gap_ha": [0.28798, 0.22218], "species": ["H", "N", "B", "N", "C", "Be", "H", "C", "H", "C", "H", "C", "H", "H", "H", "N", "N", "N", "N", "C", "C", "H", "H", "C", "C", "C", "C", "H", "H", "H", "H", "H", "Cl", "C", "C", "C", "C", "C", "C", "C", "H", "H", "H", "H", "H", "H"], "positions_angstrom": [[-0.3190, 2.5638, 0.8955], [0.0067, 1.5837, -0.9132], [0.5470, 0.7634, -3.1981], [0.5076, 1.9230, -2.1515], [0.8444, 3.2312, -2.1267], [-0.6214, -0.2474, -0.7008], [1.2562, 3.7044, -3.0158], [0.5469, 3.7263, -0.8626], [0.6736, 4.7303, -0.4847], [0.0298, 2.6716, -0.1278], [0.9516, 1.0896, -4.2686], [-1.1478, -1.3922, 0.1029], [-1.6245, -0.8146, 0.9724], [-0.3375, -1.9858, 0.4905], [-1.8724, -2.0742, -0.3162], [-0.9191, 0.2253, -3.1969], [1.3824, -0.3279, -2.4857], [-1.4843, -0.2063, -1.9929], [0.9698, -0.8116, -1.2677], [-1.8747, 0.1491, -4.1790], [2.5555, -0.9009, -2.7881], [-1.6085, 0.4270, -5.0912], [3.0376, -0.6315, -3.7134], [-3.0378, -0.3413, -3.5401], [2.8889, -1.7776, -1.7674], [-2.7596, -0.5398, -2.2422], [1.8673, -1.7132, -0.8274], [-3.9655, -0.5217, -4.0154], [3.7596, -2.3985, -1.7038], [-3.3847, -0.9454, -1.3758], [1.7249, -2.2447, 0.1090], [-0.7823, 0.7974, 0.0558], [-0.8394, 2.1066, 3.6170], [-0.4084, 0.5118, 4.0536], [-1.1533, -0.1586, 5.0103], [-0.8786, -1.5053, 5.3062], [0.1522, -2.1690, 4.6283], [0.9158, -1.5126, 3.6776], [0.6842, -0.1271, 3.3527], [1.4382, 0.5131, 2.3805], [-1.9567, 0.3675, 5.5212], [-1.4712, -2.0239, 6.0593], [0.3608, -3.2169, 4.8549], [1.7249, -2.0251, 3.1472], [1.4537, 1.5937, 2.2974], [2.1672, -0.0658, 1.8208]]}



[4]
{"formula": "C17H20I2O2PdS2", "method": "ωB97M-V/def2-TZVPD", "de_lowest_kj_mol": 36.9, "e_homo_ev": [-21.2, -21.4], "charge": 4, "total_energy_ha": -2328.0404, "mol_weight_g_mol": 680.71, "spin_multiplicity": 5, "gap_ha": [0.30472, 0.21018], "species": ["Pd", "I", "C", "I", "H", "H", "O", "S", "C", "C", "C", "C", "S", "O", "C", "C", "C", "C", "C", "C", "C", "C", "C", "C", "C", "C", "H", "H", "H", "H", "H", "H", "H", "H", "H", "H", "H", "H", "H", "H", "H", "H", "H", "H"], "positions_angstrom": [[14.0049, 14.7473, 6.5381], [16.6607, 14.4967, 6.4588], [16.1430, 16.6777, 6.1274], [13.9862, 17.2771, 6.0624], [16.4099, 16.8603, 5.0610], [16.6038, 17.2606, 6.8760], [11.8313, 15.0876, 6.4564], [10.7413, 14.2166, 7.0316], [10.6909, 12.5975, 6.0471], [11.0398, 12.7293, 4.5050], [12.4609, 13.2002, 4.0999], [13.4494, 12.0420, 4.0332], [14.2942, 11.8182, 5.6621], [13.5713, 12.3875, 6.8789], [14.0781, 10.0547, 5.7223], [13.0747, 9.4864, 6.4689], [12.6674, 8.1825, 6.1620], [13.3992, 7.4384, 5.2512], [14.4555, 7.9950, 4.5433], [14.8745, 9.2507, 4.8920], [9.2304, 14.9235, 6.3771], [9.2405, 16.0511, 5.6200], [8.0577, 16.4146, 4.9805], [6.9736, 15.5554, 4.9753], [6.8712, 14.6089, 6.0048], [8.0397, 14.2193, 6.6547], [9.6736, 12.2665, 6.1835], [11.4035, 11.8971, 6.5237], [10.3250, 13.4652, 4.0401], [10.7212, 11.7959, 4.0079], [12.7665, 14.0341, 4.7072], [12.3577, 13.6426, 3.0791], [14.3137, 12.3141, 3.4087], [12.9579, 11.1252, 3.7550], [12.5159, 10.0968, 7.1487], [11.8539, 7.7372, 6.7414], [13.1497, 6.4150, 4.9301], [14.9034, 7.3999, 3.7476], [15.7819, 9.7079, 4.4368], [10.0767, 16.7047, 5.6366], [8.0263, 17.4202, 4.5658], [6.0466, 15.7030, 4.4004], [5.8931, 14.2572, 6.3033], [7.9545, 13.5220, 7.5364]]}